Entry 1:
# C4F7IO

An isolated molecule of C4F7IO in a non-equilibrium geometry (ωB97M-V/def2-TZVPD, the Open Molecules 2025 dataset).

Cartesian coordinates (Å):
C 2.2455 -0.7604 -0.4244
C 2.8519 0.0956 0.4607
C -1.9504 -0.3004 -0.5823
C -2.3089 0.8611 0.2688
O 1.0173 -0.7910 -0.6801
F 3.0202 -1.6454 -0.9802
F 4.1105 0.2712 0.6165
F 2.0353 0.9612 1.0006
F -2.8290 -0.7790 -1.4878
F -2.1032 1.9932 -0.4010
F -3.6428 0.8454 0.4555
F -1.5889 0.9566 1.3246
I -0.8575 -1.7081 0.4292

Results
total charge	0
HOMO (spin up / spin down)	-9.1 / -8.4	eV
energy relative to the best compared isomer or geometry (same formula, charge and spin)	75.2	kcal per mole
E_LUMO (spin up / spin down)	-1.04 / -2.07	eV
strongest force on any atom	0.073	Eh/bohr
Kohn-Sham gap (spin up / spin down)	8.1 / 6.3	eV

=====

Entry 2:
# C4F7NO3

An isolated molecule of C4F7NO3 in a non-equilibrium geometry (ωB97M-V/def2-TZVPD, the Open Molecules 2025 dataset).

Cartesian coordinates (Å):
O 2.7893 0.7613 0.3632
N 2.4520 0.1696 1.2851
O 2.7960 -0.3606 2.2390
O 0.8389 -0.0493 1.1833
C 0.1970 0.4165 0.0730
F 0.8574 1.5162 -0.4417
C -1.3433 0.7159 0.1656
F -1.5963 1.9112 -0.3607
F -1.9167 0.5962 1.3921
C -1.6574 -0.5366 -0.7260
F -2.4191 -0.3832 -1.7709
F -2.0792 -1.6117 0.0207
C -0.1178 -0.7477 -0.9706
F 0.4154 -0.5489 -2.2129
F 0.2971 -1.9349 -0.5402

Results
SMILES	O=[N+]([O-])OC1(F)C(F)(F)C(F)(F)C1(F)F
total charge	0
HOMO	-11.3	eV
energy relative to the best compared isomer or geometry (same formula, charge and spin)	7.1	kcal per mole
E_LUMO	-0.44	eV
strongest force on any atom	0.071	Eh/bohr
Kohn-Sham gap	10.8	eV

=====

Entry 3:
# C4H10

A 3-piece molecular cluster, C4H10 overall in a non-equilibrium geometry (ωB97M-V/def2-TZVPD, the Open Molecules 2025 dataset).

Cartesian coordinates (Å):
C 1.2076 0.1952 0.8979
C -0.0171 -0.5469 0.8800
C -0.3943 -1.5512 -0.0075
C -0.7763 1.5193 -1.4282
H 1.2530 1.0403 1.5734
H 1.6993 0.4349 -0.0398
H -0.6992 -0.3018 1.6994
H 0.2005 1.4690 -0.9582
H -1.3607 -2.0269 0.1355
H 1.6578 -1.3906 1.2627
H 0.1939 -1.7909 -0.8840
H -1.2968 2.4423 -1.1900
H -1.3066 0.6278 -1.1076
H -0.6198 1.4812 -2.5135

Results
total charge	+1
HOMO (spin up / spin down)	-15.5 / -17.1	eV
energy relative to the best compared isomer or geometry (same formula, charge and spin)	44.7	kcal per mole
E_LUMO (spin up / spin down)	-6.05 / -8.01	eV
strongest force on any atom	0.067	Eh/bohr
spin multiplicity	2
Kohn-Sham gap (spin up / spin down)	9.5 / 9.1	eV

=====

Entry 4:
# C4H10Ag3ClO2

C4H10Ag3ClO2 as an isolated structure in a non-equilibrium geometry (ωB97M-V/def2-TZVPD, the Open Molecules 2025 dataset).

Cartesian coordinates (Å):
Ag -3.6804 -1.2964 -5.0099
Ag -0.0914 -0.1666 -1.6801
Ag -3.6065 1.1674 -2.4375
Cl -2.4517 -1.2244 -2.6944
C -2.1868 -0.2689 0.8543
O -0.7948 -0.3959 0.6164
C -0.0079 0.5334 1.3490
C 1.4360 0.1950 1.1735
O 1.8165 0.1497 -0.1985
C 3.2360 0.0158 -0.3507
H -2.4246 -0.4023 1.9096
H -2.6829 -1.0600 0.2932
H -2.5824 0.6895 0.4835
H -0.2094 0.4543 2.4246
H -0.2532 1.5760 1.1038
H 1.6090 -0.8075 1.5879
H 2.0795 0.8651 1.7498
H 3.7367 0.9357 -0.0402
H 3.4547 -0.1538 -1.3998
H 3.6037 -0.8060 0.2655

Results
total charge	+2
HOMO	-16.1	eV
energy relative to the best compared isomer or geometry (same formula, charge and spin)	0.0	kcal per mole
E_LUMO	-9.25	eV
strongest force on any atom	0.026	Eh/bohr
Kohn-Sham gap	6.9	eV

=====

Entry 5:
# C4H10BClO2

An isolated molecule of C4H10BClO2 in a non-equilibrium geometry (ωB97M-V/def2-TZVPD, the Open Molecules 2025 dataset).

Cartesian coordinates (Å):
C -1.9763 0.4646 -0.9874
O -0.6592 0.2171 -1.2424
B 0.2837 -0.4322 -0.4697
O 1.5841 -0.4807 -1.0194
C 1.9029 -0.1461 -2.3168
C -0.1074 -1.1900 0.9043
C 0.3189 -0.7554 2.2897
Cl 0.2941 -2.9262 0.6676
H -2.6971 -0.2622 -1.5708
H -2.2203 1.4895 -1.3479
H -2.1592 0.5002 0.1146
H 2.9893 -0.3185 -2.4754
H 1.7396 0.9305 -2.4944
H 1.4403 -0.7812 -3.0343
H -1.2876 -1.2610 0.7618
H -0.2658 -1.2606 3.1845
H 0.3902 0.3023 2.3633
H 1.3498 -1.1474 2.5955

Results
SMILES	COB(OC)[C@H](C)Cl
total charge	0
HOMO	-10.1	eV
energy relative to the best compared isomer or geometry (same formula, charge and spin)	52.1	kcal per mole
E_LUMO	0.64	eV
strongest force on any atom	0.066	Eh/bohr
Kohn-Sham gap	10.7	eV

=====

Entry 6:
# C4H10BN

An isolated molecule of C4H10BN in a non-equilibrium geometry (ωB97M-V/def2-TZVPD, the Open Molecules 2025 dataset).

Cartesian coordinates (Å):
B -1.2324 -0.2176 0.0439
C 1.6937 -0.9720 1.0507
C 1.8909 0.3697 0.3551
C 1.0516 0.5472 -0.9233
C -2.6943 -0.3772 0.4904
N -0.4422 0.6005 -0.7715
H 0.5352 -0.8823 1.2708
H 2.0564 -1.7720 0.3440
H 1.6513 1.2058 1.0515
H 2.8983 0.5660 0.0768
H 1.3353 1.4015 -1.5422
H 1.2579 -0.2343 -1.6589
H -3.2720 -0.8672 -0.2772
H -3.2647 0.5703 0.6328
H -2.6946 -1.0888 1.3283
H -0.7707 1.1501 -1.4712

Results
total charge	0
HOMO (spin up / spin down)	-8.4 / -6.4	eV
energy relative to the best compared isomer or geometry (same formula, charge and spin)	103.3	kcal per mole
E_LUMO (spin up / spin down)	0.31 / 0.20	eV
strongest force on any atom	0.082	Eh/bohr
Kohn-Sham gap (spin up / spin down)	8.7 / 6.6	eV

=====

Entry 7:
# C4H10Br2N2

C4H10Br2N2 as an isolated structure in a non-equilibrium geometry (ωB97M-V/def2-TZVPD, the Open Molecules 2025 dataset).

Cartesian coordinates (Å):
C 0.1417 -1.6027 -1.9487
C -1.6414 0.7070 2.1329
C 1.1151 -0.5477 -1.6746
C -0.4291 1.3212 1.4879
N 0.4861 0.3902 -0.7651
N 0.2271 -0.0663 0.2896
Br 1.9605 2.0514 -0.8516
Br 1.2674 -1.2469 1.6256
H 0.0119 -2.2029 -1.0863
H -0.7813 -1.1582 -2.1682
H 0.4312 -2.3360 -2.7686
H -1.5946 -0.0934 2.8686
H -2.1413 1.5643 2.7161
H -2.2483 0.4277 1.2700
H 2.1061 -0.8767 -1.3409
H 1.3025 0.0519 -2.4992
H -0.6601 1.9987 0.6799
H 0.4465 1.6185 2.0325

Results
total charge	0
HOMO (spin up / spin down)	-8.6 / -8.6	eV
energy relative to the best compared isomer or geometry (same formula, charge and spin)	69.6	kcal per mole
E_LUMO (spin up / spin down)	-1.33 / -1.33	eV
strongest force on any atom	0.162	Eh/bohr
Kohn-Sham gap (spin up / spin down)	7.2 / 7.2	eV

=====

Entry 8:
# C4H10BrLiNO5

C4H10BrLiNO5 as an isolated structure in a non-equilibrium geometry (ωB97M-V/def2-TZVPD, the Open Molecules 2025 dataset).

Cartesian coordinates (Å):
Li 0.6675 0.0095 -0.9007
Br 1.9606 1.6892 -2.1704
N 1.8228 -2.5910 -2.1142
O 1.4951 -1.8764 -1.1230
O 2.9033 -3.2152 -2.0675
O 0.9823 -2.7579 -3.0201
C -2.1985 1.0499 -1.4024
O -1.3438 0.5580 -0.3884
C -1.0688 1.5004 0.6198
C -0.3809 0.8171 1.7656
O 0.7101 0.0790 1.2450
C 1.1743 -0.9673 2.0395
H -2.4371 0.1948 -2.0293
H -1.6451 1.7483 -2.0459
H -3.0600 1.5533 -0.9640
H -1.9763 2.0121 0.9751
H -0.4293 2.2953 0.2003
H -1.0551 0.1190 2.2802
H -0.0290 1.5945 2.4575
H 2.0749 -1.3406 1.5526
H 0.4746 -1.8170 2.0205
H 1.3584 -0.6548 3.0699

Results
total charge	-1
HOMO	-4.8	eV
E_LUMO	2.56	eV
strongest force on any atom	0.028	Eh/bohr
Kohn-Sham gap	7.4	eV